<one>
Below is a molecular structure, C7H9N, with properties calculated with wB97M-V/def2-TZVPD.

```
17
C7H9N (wB97M-V/def2-TZVPD)
C 2.582 0.316 0.129
C 0.239 -0.315 -0.001
C -0.719 -1.287 0.085
C -2.100 -1.035 0.073
C -2.495 0.282 0.015
C -1.522 1.309 -0.064
C -0.201 0.999 -0.062
H 2.711 1.148 -0.626
H 2.562 0.579 1.235
H 3.437 -0.201 0.111
H 1.568 -1.257 -0.971
H -0.146 -2.539 -0.126
H -2.726 -2.031 0.127
H -3.432 0.515 0.093
H -1.957 2.479 0.217
H 0.649 1.723 -0.198
N 1.549 -0.685 -0.038
```

Computed properties:
M: 107.16 g/mol
Highest occupied orbital energy: -0.303 Ha


<two>
Below is C7H9N in the gas phase, with properties calculated with wB97M-V/def2-TZVPD.

```
17
C7H9N (wB97M-V/def2-TZVPD)
C 0.658 -0.671 0.874
C 2.252 0.066 -0.508
C 0.200 1.424 -0.088
C -1.225 0.999 0.020
C -1.307 -0.556 -0.437
C -0.430 -1.547 0.208
C 0.825 0.116 -0.411
H 1.702 -1.076 1.091
H 0.309 0.097 1.701
H 2.382 -0.963 -0.963
H 0.350 2.013 -0.977
H -1.793 1.555 -0.618
H -1.657 1.015 1.051
H -2.137 -0.950 -1.017
H -0.793 -2.543 0.352
H 0.743 1.858 0.802
N -0.077 -0.837 -1.081
```

Computed properties:
M: 107.16 g/mol
Highest occupied orbital energy: -0.334 Ha


Short version: <one> is the most stable of them.


<one>
Below is C7H9N in the gas phase, with properties calculated with wB97M-V/def2-TZVPD.

```
17
C7H9N (wB97M-V/def2-TZVPD)
C -2.189 -0.412 -0.172
C -0.830 -0.279 -0.167
C -0.207 0.841 -0.432
C 0.374 1.021 1.083
C 1.065 -0.540 1.031
C 0.175 -1.326 0.114
C 1.169 0.295 -1.207
H -2.850 -1.286 0.188
H -2.674 0.550 -0.185
H -0.423 1.833 -0.853
H -0.465 1.252 1.814
H 0.961 1.892 0.892
H 1.812 -1.120 1.626
H -0.318 -2.477 0.048
H 2.101 0.970 -1.361
H 0.864 -0.286 -2.129
N 1.435 -0.927 -0.290
```

Computed properties:
SMILES: C=C1[C@H]2C[C@H]3[C@@H]1N3C2
M: 107.16 g/mol
Highest occupied orbital energy: -0.318 Ha


<two>
Below is C7H9N in the gas phase, with properties calculated with wB97M-V/def2-TZVPD.

```
17
C7H9N (wB97M-V/def2-TZVPD)
C -0.625 1.234 1.423
C -1.579 0.294 0.832
C -1.026 -0.799 -0.201
C 0.053 -1.085 -1.045
C 1.298 -0.190 -1.489
C 1.668 0.687 -0.609
C 0.416 0.583 0.414
H -0.720 2.419 1.349
H -0.715 1.144 2.697
H -2.102 -0.185 1.786
H -2.378 1.134 0.443
H -1.490 -1.864 -0.403
H 0.092 -2.154 -1.392
H 1.993 -0.411 -2.344
H 2.410 1.253 -0.714
H -0.194 0.855 -0.619
N 0.267 -0.933 0.465
```

Computed properties:
SMILES: C1=C[C@@H]2[C@@H]3CC[C@@H]1N23
M: 107.16 g/mol
Highest occupied orbital energy: -0.315 Ha


<three>
Below is C7H9N in the gas phase, with properties calculated with wB97M-V/def2-TZVPD.

```
17
C7H9N (wB97M-V/def2-TZVPD)
C -1.422 0.521 1.412
C -0.228 -0.064 0.719
C 1.666 -1.278 0.622
C 1.414 -0.772 -0.636
C 0.205 0.015 -0.574
C -0.412 0.651 -1.706
C -1.343 1.577 -1.639
H -1.291 1.540 1.764
H -1.671 -0.062 2.291
H -2.262 0.476 0.731
H 0.551 -1.125 2.377
H 2.476 -1.902 0.934
H 1.978 -0.945 -1.518
H -0.115 0.264 -2.674
H -1.534 2.075 -0.655
H -1.835 2.068 -2.503
N 0.631 -0.898 1.439
```

Computed properties:
SMILES: C=Cc1cc[nH]c1C
M: 107.16 g/mol
Highest occupied orbital energy: -0.289 Ha


<four>
Below is a molecular structure, C7H9N, with properties calculated with wB97M-V/def2-TZVPD.

```
17
C7H9N (wB97M-V/def2-TZVPD)
C -2.498 -0.184 0.551
C -0.270 0.053 -0.352
C 0.364 -1.143 -0.266
C 1.722 -1.220 -0.072
C 2.539 -0.104 0.132
C 1.786 1.107 0.017
C 0.514 1.226 -0.095
H -3.589 -0.293 -0.115
H -2.480 0.629 1.207
H -2.263 -1.135 0.773
H -1.724 1.031 -1.216
H -0.625 -1.977 -0.544
H 2.368 -2.384 0.128
H 3.562 -0.198 0.303
H 2.492 2.109 0.141
H -0.236 2.345 -0.026
N -1.661 0.138 -0.564
```

Computed properties:
M: 107.16 g/mol
Highest occupied orbital energy: -0.309 Ha


Short version: <three> is the most stable of them.